Entry 1:
Density functional theory data (ωB97M-V/def2-TZVPD) for a cluster of 2 separate species, C11H11N in total in a non-equilibrium geometry.

Output
Orbital gap: 0.3312 Ha

Structure (ORCA input):
```
! RIJCOSX wB97M-V def2-TZVPD def2/J DEFGRID3
* xyz 0 1
C -3.0763 -0.6409 0.0323
C -3.1171 0.7388 0.1489
C -1.9482 1.4433 0.0428
C -0.7194 0.6969 -0.2562
C -0.7494 -0.7772 -0.1152
C -1.9654 -1.4460 0.0037
H -3.9817 -1.1825 -0.1774
H -4.1784 0.9995 0.3788
H -1.6939 2.5667 0.2607
H 0.1587 1.2221 -0.6133
H 0.2692 -1.2225 -0.1185
H -2.0906 -2.5026 -0.1792
C 2.4878 -0.3346 -0.9663
C 2.3305 -1.2486 -0.0008
C 1.7912 -0.7959 1.1762
N 1.4923 0.4330 1.4222
C 1.6806 1.4398 0.5399
C 2.3392 1.0851 -0.6949
H 2.6361 -0.6902 -2.1023
H 2.6520 -2.3202 -0.2046
H 1.7703 -1.7015 1.9762
H 1.3834 2.4319 0.8618
H 2.5291 1.8056 -1.4147
*
```

Entry 2:
Density functional theory data (ωB97M-V/def2-TZVPD) for the ion C11H11N2O with charge +1 in a non-equilibrium geometry.

Output
Orbital gap: 0.2823 Ha

Structure (ORCA input):
```
! RIJCOSX wB97M-V def2-TZVPD def2/J DEFGRID3
* xyz 1 1
C -1.2931 -0.9739 3.3911
C -1.5642 -1.7207 2.2393
C -0.5045 0.1325 3.2890
C -1.0819 -1.3427 1.0061
C 0.0212 0.5454 2.0187
C -0.2985 -0.1888 0.8179
C 0.8001 1.6487 2.1639
C 0.9344 1.2746 -0.5640
C 0.0341 0.0845 -2.9129
C -0.2520 -0.6387 -1.5958
C 1.4280 0.6967 -2.9001
N 0.1407 0.1719 -0.4294
N 1.5260 1.5044 -1.6928
O 1.4256 2.5444 2.4874
H -1.6812 -1.2797 4.3486
H -2.1556 -2.6196 2.3206
H -0.2513 0.7147 4.1649
H -1.3175 -1.9782 0.1693
H -0.0654 -0.6255 -3.7318
H -0.6904 0.8855 -3.0708
H -1.3256 -0.8455 -1.5582
H 0.2957 -1.5873 -1.5579
H 2.1998 -0.0813 -2.8905
H 1.5822 1.3403 -3.7671
H 2.0932 2.3385 -1.7454
*
```

Entry 3:
Density functional theory data (ωB97M-V/def2-TZVPD) for a cluster of 2 separate species, C11H11N2PS in total in a non-equilibrium geometry.

Output
Orbital gap (spin up / spin down): 0.2404 / 0.2924 Ha

Structure (ORCA input):
```
! RIJCOSX wB97M-V def2-TZVPD def2/J DEFGRID3
* xyz 0 1
C -0.8934 1.5034 2.9804
C 1.0054 -3.8706 -1.6409
C 0.2240 2.3161 3.2876
C -0.0115 -4.4721 -0.8603
C -1.1631 1.2865 1.6604
C 1.1658 -2.5194 -1.8047
C 0.9660 2.8772 2.2261
C -0.9296 -3.6279 -0.2797
C -0.3005 1.8210 0.6480
C 0.2609 -1.7791 -1.0444
C 0.5117 2.6593 -2.1657
N 0.7286 2.6059 0.9140
N -0.6904 -2.3138 -0.4011
P -0.5367 1.3785 -1.1011
S -2.4404 1.8235 -1.6049
H -1.5432 1.0057 3.8390
H 1.6547 -4.5333 -2.3723
H 0.3146 2.4528 4.2713
H -0.0242 -5.5073 -0.8385
H -2.1187 0.7189 1.2397
H 1.8239 -1.9802 -2.3810
H 1.7817 3.5224 2.2433
H -1.7251 -4.0902 0.1870
H -0.1448 3.5449 -2.4124
H 1.3540 3.0208 -1.5818
H 0.7303 2.1569 -3.0078
*
```

Entry 4:
Density functional theory data (ωB97M-V/def2-TZVPD) for the ion C11H11N4 with charge +1 in a non-equilibrium geometry.

Output
Orbital gap: 0.3410 Ha

Structure (ORCA input):
```
! RIJCOSX wB97M-V def2-TZVPD def2/J DEFGRID3
* xyz 1 1
C 0.7488 1.7431 0.3598
N 0.5686 0.2717 0.2339
C 1.9399 -0.3089 0.4901
C -0.0674 0.0428 -1.0584
C 0.2648 0.5452 -2.2895
N -0.4682 0.1464 -3.4057
C -1.5125 -0.6003 -3.2449
C -1.9762 -1.0151 -2.0265
C -1.2198 -0.7837 -0.8613
C -1.4661 -1.1446 0.5477
C -2.2782 -1.7299 1.4682
N -2.0349 -1.6731 2.7585
C -1.0479 -1.0924 3.2271
N -0.2127 -0.3349 2.4457
C -0.4400 -0.4129 1.1839
H 0.9069 1.8727 1.4451
H 1.6088 2.0409 -0.1526
H -0.1287 2.2841 0.0263
H 2.7374 0.4072 0.6362
H 1.6745 -0.8618 1.3994
H 2.1455 -1.0592 -0.4188
H 1.1268 1.1575 -2.5643
H -2.1326 -0.6634 -4.0280
H -2.9091 -1.5491 -2.0221
H -3.1862 -2.1210 1.1732
H -0.8722 -1.0600 4.2941
*
```

Entry 5:
Density functional theory data (ωB97M-V/def2-TZVPD) for an isolated molecule of C11H11NO2 in a non-equilibrium geometry.

Output
Orbital gap (spin up / spin down): 0.2673 / 0.2673 Ha

Structure (ORCA input):
```
! RIJCOSX wB97M-V def2-TZVPD def2/J DEFGRID3
* xyz 0 1
O 2.9425 2.6218 1.3614
N 1.7334 2.6356 1.2962
O 1.0387 3.5531 1.6148
C 1.1926 1.4933 0.7659
C -0.1092 1.2200 0.4317
C -1.1491 2.0876 0.8472
C -2.4377 1.7310 0.7261
C -2.8677 0.4697 0.2123
C -1.9429 -0.4238 -0.1842
C -0.4658 -0.0624 -0.1988
C 0.1093 -0.7511 -1.4615
C 0.4331 -1.2504 -0.1167
C 1.7981 -0.9887 0.5118
C 2.2091 0.5097 0.2253
H -0.7999 2.9514 1.2664
H -3.3241 2.3376 0.9810
H -3.9406 0.3782 0.2916
H -2.2305 -1.3511 -0.4663
H -0.4350 -1.3791 -2.1830
H 0.7763 -0.1790 -1.9726
H -0.0073 -2.1208 0.3296
H 2.4897 -1.8192 0.1384
H 1.5803 -1.2514 1.6232
H 3.2854 0.7417 0.4764
H 2.3452 0.5591 -0.8021
*
```

What did the fifth record say?
Density functional theory data (ωB97M-V/def2-TZVPD) for an isolated molecule of C11H11NO2 in a non-equilibrium geometry.

Output
Orbital gap (spin up / spin down): 0.2673 / 0.2673 Ha

Structure (ORCA input):
```
! RIJCOSX wB97M-V def2-TZVPD def2/J DEFGRID3
* xyz 0 1
O 2.9425 2.6218 1.3614
N 1.7334 2.6356 1.2962
O 1.0387 3.5531 1.6148
C 1.1926 1.4933 0.7659
C -0.1092 1.2200 0.4317
C -1.1491 2.0876 0.8472
C -2.4377 1.7310 0.7261
C -2.8677 0.4697 0.2123
C -1.9429 -0.4238 -0.1842
C -0.4658 -0.0624 -0.1988
C 0.1093 -0.7511 -1.4615
C 0.4331 -1.2504 -0.1167
C 1.7981 -0.9887 0.5118
C 2.2091 0.5097 0.2253
H -0.7999 2.9514 1.2664
H -3.3241 2.3376 0.9810
H -3.9406 0.3782 0.2916
H -2.2305 -1.3511 -0.4663
H -0.4350 -1.3791 -2.1830
H 0.7763 -0.1790 -1.9726
H -0.0073 -2.1208 0.3296
H 2.4897 -1.8192 0.1384
H 1.5803 -1.2514 1.6232
H 3.2854 0.7417 0.4764
H 2.3452 0.5591 -0.8021
*
```